Entry 1:
16
Properties=species:S:1:pos:R:3 method="wB97M-V/def2-TZVPD" relative_energy_kj_mol=544.25 lumo_energy_ev=-4.366 e_tot_ha=-991.70433
C 1.421 -1.140 -0.974
C 1.168 -1.339 0.520
S -0.209 -2.485 0.952
S -0.883 1.574 -1.069
C -2.205 0.621 -0.336
H 1.723 -0.079 -1.212
H 0.499 -1.244 -1.609
H 2.221 -1.866 -1.250
H 2.063 -1.509 1.080
H 0.756 -0.254 0.702
H -2.872 1.397 0.139
H -2.895 -0.015 -0.980
H -1.888 -0.018 0.612
H -0.133 1.860 0.544
H 0.838 2.674 1.461
O 0.395 1.823 1.422

Entry 2:
16
Properties=species:S:1:pos:R:3 method="wB97M-V/def2-TZVPD" relative_energy_kj_mol=73.16 lumo_energy_ev=0.594 e_tot_ha=-991.88376
C 0.580 1.810 -1.548
C 0.880 0.681 -0.579
S 1.192 0.707 1.176
S -0.797 1.249 1.761
C -1.723 -0.295 1.345
H -0.476 1.909 -1.852
H 0.771 2.830 -1.241
H 1.028 1.631 -2.530
H 1.750 0.080 -0.902
H 0.025 0.035 -0.801
H -1.150 -1.127 1.764
H -1.768 -0.434 0.272
H -2.630 -0.170 1.930
H 0.952 -3.525 0.874
H 0.281 -2.430 0.210
O 1.084 -2.950 0.123

Entry 3:
16
Properties=species:S:1:pos:R:3 method="wB97M-V/def2-TZVPD" relative_energy_kj_mol=83.84 lumo_energy_ev="0.957 / -1.187" e_tot_ha=-774.36167 spin_multiplicity=3
C 0.093 1.451 -0.398
C 0.696 0.815 0.615
C 0.715 -0.665 0.771
O 2.580 -0.189 -1.313
Si -3.469 -0.832 -0.358
Si 2.557 -0.824 0.197
H 0.235 2.539 -0.685
H -0.698 0.893 -0.982
H 1.405 1.209 1.314
H 0.078 -1.284 0.229
H 0.614 -1.118 1.697
H 2.091 0.625 -1.518
H -3.064 0.063 0.721
H -4.388 -1.908 0.010
H -2.586 -0.920 -1.482
H 3.143 0.145 1.181

Entry 4:
16
Properties=species:S:1:pos:R:3 method="wB97M-V/def2-TZVPD" relative_energy_kj_mol=101.29 lumo_energy_ev="-5.061 / -8.862" e_tot_ha=-1314.49233 total_charge=+1 spin_multiplicity=2
C -0.776 3.870 2.477
S 0.550 3.270 3.542
S 0.533 4.529 5.053
H -1.436 3.095 2.083
H -0.317 4.297 1.577
H -1.339 4.693 2.925
H -0.583 4.543 5.791
C -0.654 -3.053 -2.840
C 0.837 -3.562 -2.716
S 1.635 -2.975 -1.234
H -0.545 -1.972 -2.876
H -1.039 -3.332 -1.847
H -1.336 -3.461 -3.569
H 0.870 -4.648 -2.846
H 1.409 -3.347 -3.648
H 2.191 -1.948 -1.871

Entry 5:
18
Properties=species:S:1:pos:R:3 method="wB97M-V/def2-TZVPD" lumo_energy_ev=3.658 e_tot_ha=-350.97435 total_charge=-1
C 1.931 -0.007 0.065
B 0.811 0.389 -1.021
O 1.020 1.719 -1.557
C -0.333 -0.518 -1.477
C -1.567 -0.317 -0.577
N -1.349 0.669 0.543
H 2.903 0.306 -0.307
H 1.935 -1.066 0.281
H 1.727 0.558 0.976
H 0.939 2.312 -0.791
H -0.616 -0.202 -2.487
H -2.370 0.053 -1.211
H -1.856 -1.256 -0.103
H -1.675 1.575 0.225
H -1.979 0.449 1.313
O -0.011 -1.879 2.206
H -0.415 -1.029 1.990
H 0.903 -1.755 1.931

Entry 6:
15
Properties=species:S:1:pos:R:3 method="wB97M-V/def2-TZVPD" relative_energy_kj_mol=151.45 lumo_energy_ev=0.958 e_tot_ha=-175.58554
C 1.634 0.486 -2.286
C 1.598 -1.053 -2.344
H 1.329 0.725 -1.282
H 2.768 0.872 -2.215
H 1.118 1.063 -3.105
H 0.570 -1.462 -2.688
H 1.619 -1.505 -1.275
H 2.259 -1.676 -2.943
C -1.465 0.332 1.647
N -1.907 0.259 2.995
H -1.458 1.355 1.043
H -0.422 0.033 1.642
H -2.001 -0.322 1.037
H -1.528 1.078 3.469
H -1.501 -0.572 3.251

Entry 7:
15
Properties=species:S:1:pos:R:3 method="wB97M-V/def2-TZVPD" relative_energy_kj_mol=144.17 lumo_energy_ev=1.192 e_tot_ha=-175.58831
C 2.478 -6.351 1.592
H 1.404 -6.036 1.637
H 3.156 -5.715 2.335
H 2.427 -7.295 1.982
H 2.776 -6.349 0.495
C -1.117 1.524 -1.461
C -0.703 2.178 -0.121
N -1.076 3.610 -0.288
H -1.977 2.164 -1.844
H -1.390 0.419 -1.344
H -0.168 1.534 -2.057
H 0.338 2.134 0.332
H -1.531 1.628 0.516
H -1.197 4.144 0.562
H -0.254 3.996 -0.656

Entry 8:
15
Properties=species:S:1:pos:R:3 method="wB97M-V/def2-TZVPD" relative_energy_kj_mol=109.45 lumo_energy_ev="-4.251 / -10.126" e_tot_ha=-175.24628 total_charge=+1 spin_multiplicity=2
C 3.688 3.545 2.870
C 2.512 3.198 1.952
H 3.970 4.568 2.618
H 4.497 2.862 2.611
H 3.443 3.521 3.924
H 1.576 3.636 2.301
H 2.651 3.662 0.961
H 2.390 2.180 1.574
C -3.167 -3.584 -3.042
N -3.583 -4.594 -2.066
H -4.048 -2.925 -3.241
H -2.993 -3.957 -4.049
H -2.466 -2.933 -2.528
H -4.106 -4.171 -1.286
H -4.363 -5.009 -2.600

Entry 9:
16
Properties=species:S:1:pos:R:3 method="wB97M-V/def2-TZVPD" relative_energy_kj_mol=206.81 lumo_energy_ev="1.113 / 0.807" e_tot_ha=-230.25425 spin_multiplicity=2
N -1.877 -1.250 -0.147
C -0.876 -0.973 0.857
C -0.273 0.400 0.615
N 0.594 0.412 -0.622
C 1.939 1.039 -0.591
H 0.745 -0.586 -0.929
H -2.545 -0.602 -0.519
H -2.289 -2.140 0.011
H -0.040 -1.652 0.690
H -1.266 -0.996 1.874
H 0.278 0.860 1.414
H -1.094 1.100 0.424
H -0.045 0.773 -1.384
H 2.655 0.232 -0.647
H 2.030 1.784 -1.378
H 2.066 1.598 0.332

Entry 10:
16
Properties=species:S:1:pos:R:3 method="wB97M-V/def2-TZVPD" relative_energy_kj_mol=255.57 lumo_energy_ev="1.183 / 0.776" e_tot_ha=-230.23568 spin_multiplicity=2
C 0.518 0.376 2.425
N 0.699 -0.646 1.327
H 0.997 1.333 2.263
H 1.025 -0.015 3.315
H -0.535 0.305 2.701
H 1.721 -0.804 1.278
H 0.233 -1.560 1.615
H 0.084 -0.442 0.498
C -0.066 1.193 -2.314
C -1.082 0.385 -2.009
N -0.864 -0.732 -1.174
H 0.960 0.956 -2.078
H -0.300 1.993 -3.002
H -1.973 0.375 -2.619
H -1.463 -1.528 -1.021
H 0.043 -1.187 -1.205

Entry 11:
16
Properties=species:S:1:pos:R:3 method="wB97M-V/def2-TZVPD" relative_energy_kj_mol=192.69 lumo_energy_ev=-3.403 e_tot_ha=-230.10899 total_charge=+1
C -1.847 -1.526 -1.137
N -0.555 -0.731 -1.187
H -2.615 -0.979 -0.591
H -1.756 -2.450 -0.556
H -2.165 -1.770 -2.142
H -0.713 0.055 -1.852
H -0.188 -0.425 -0.190
H 0.110 -1.447 -1.578
C 1.356 1.860 0.426
C 0.996 0.304 2.113
N 0.582 0.706 0.963
H 2.129 2.337 1.070
H 1.830 1.630 -0.550
H 0.441 2.543 0.260
H 0.529 -0.712 2.478
H 1.866 0.605 2.473

Entry 12:
16
Properties=species:S:1:pos:R:3 method="wB97M-V/def2-TZVPD" relative_energy_kj_mol=189.98 lumo_energy_ev=-3.882 e_tot_ha=-230.11002 total_charge=+1
C -1.364 -1.109 -0.715
C -0.180 -1.088 1.462
C 0.874 0.026 -0.417
N 0.982 2.267 -0.506
N -0.217 -0.587 0.072
H -2.174 -0.284 -0.684
H -1.106 -1.470 -1.675
H -1.860 -2.066 -0.280
H -1.153 -1.243 1.959
H 0.459 -1.910 1.570
H 0.201 -0.379 2.159
H 1.562 0.136 0.377
H 0.868 -0.012 -1.522
H 1.884 2.283 -0.925
H 0.321 2.564 -1.183
H 0.903 2.870 0.309

Entry 13:
16
Properties=species:S:1:pos:R:3 method="wB97M-V/def2-TZVPD" relative_energy_kj_mol=34.07 lumo_energy_ev=-4.149 e_tot_ha=-230.16940 total_charge=+1
C 0.061 1.338 -1.358
C -1.366 1.723 -1.687
H 0.150 0.790 -0.414
H 0.700 2.219 -1.289
H 0.494 0.680 -2.116
H -1.752 2.405 -0.931
H -1.422 2.231 -2.646
H -2.032 0.863 -1.688
N 0.726 -0.505 2.050
C 1.082 -1.565 1.376
N 0.309 -2.613 1.238
H -0.254 -0.318 2.213
H 1.323 0.309 2.144
H 2.078 -1.627 0.966
H 0.522 -3.276 0.506
H -0.618 -2.654 1.637

Entry 14:
16
Properties=species:S:1:pos:R:3 method="wB97M-V/def2-TZVPD" relative_energy_kj_mol=132.35 lumo_energy_ev=-3.356 e_tot_ha=-230.13197 total_charge=+1
N 1.624 -0.181 -0.363
C 0.537 0.509 -1.130
C -0.757 -0.244 -0.832
N -0.729 -0.777 0.508
C -0.778 0.295 1.565
H 1.062 -0.450 0.512
H 1.865 -1.179 -0.434
H 2.472 0.381 -0.399
H 0.496 1.562 -0.867
H 0.704 0.406 -2.199
H -1.610 0.442 -1.024
H -0.907 -1.063 -1.540
H -1.556 -1.320 0.721
H -1.771 0.746 1.553
H 0.037 0.997 1.369
H -0.689 -0.124 2.560

Entry 15:
16
Properties=species:S:1:pos:R:3 method="wB97M-V/def2-TZVPD" relative_energy_kj_mol=259.47 lumo_energy_ev=-3.186 e_tot_ha=-230.08355 total_charge=+1
C 2.888 0.727 -0.148
N 1.721 1.307 -0.085
H 3.678 0.867 0.628
H 2.962 -0.077 -0.986
H 0.137 0.230 -0.278
H 1.937 2.299 0.263
C -1.999 -0.102 -0.898
N -0.883 0.060 0.095
C -0.702 -1.218 0.900
H -1.756 -0.937 -1.680
H -2.774 -0.571 -0.370
H -2.251 0.805 -1.352
H -1.054 0.945 0.469
H -0.734 -2.126 0.340
H -1.460 -1.059 1.613
H 0.291 -1.152 1.488

Entry 16:
16
Properties=species:S:1:pos:R:3 method="wB97M-V/def2-TZVPD" relative_energy_kj_mol=70.60 lumo_energy_ev=-3.112 e_tot_ha=-230.15549 total_charge=+1
C 0.668 -2.087 -1.388
C 0.861 -0.903 -0.467
N -0.119 0.208 -0.793
H 0.864 -1.848 -2.430
H 1.340 -2.886 -1.086
H -0.347 -2.469 -1.299
H 0.667 -1.184 0.565
H 1.848 -0.459 -0.535
H -1.013 -0.193 -1.080
H 0.217 0.767 -1.575
C -1.336 2.116 1.958
N -0.252 1.508 1.698
H -2.270 1.730 1.556
H -1.397 3.029 2.542
H 0.516 1.889 2.248
H -0.247 0.783 0.085

Entry 17:
16
Properties=species:S:1:pos:R:3 method="wB97M-V/def2-TZVPD" relative_energy_kj_mol=209.28 lumo_energy_ev=-3.671 e_tot_ha=-230.10267 total_charge=+1
C -0.472 0.071 -2.649
N 0.385 -0.159 -1.714
H -0.632 1.080 -3.045
H -1.131 -0.712 -3.026
H 0.384 -0.320 -0.048
H 1.267 0.284 -1.995
C 0.303 1.267 1.313
N 0.396 -0.184 1.007
C -0.626 -1.101 1.650
H -0.609 1.736 0.959
H 0.324 1.316 2.412
H 1.199 1.792 0.995
H 1.257 -0.464 1.474
H -1.598 -0.851 1.244
H -0.594 -0.806 2.688
H -0.399 -2.105 1.322

Entry 18:
16
Properties=species:S:1:pos:R:3 method="wB97M-V/def2-TZVPD" relative_energy_kj_mol=97.38 lumo_energy_ev=-3.054 e_tot_ha=-230.14529 total_charge=+1
C -0.792 -1.104 -0.278
C -0.100 -0.714 1.070
C 1.020 0.142 0.749
N 0.684 1.439 0.037
N -0.781 0.049 -1.349
H -1.730 -1.564 -0.254
H -0.241 -1.888 -0.784
H -0.835 -0.253 1.755
H 0.198 -1.672 1.599
H 1.542 0.301 1.735
H 1.643 -0.388 -0.060
H 0.125 2.031 0.677
H -0.095 1.003 -0.926
H 1.564 1.958 -0.077
H -1.793 0.243 -1.410
H -0.465 -0.135 -2.310

Entry 19:
16
Properties=species:S:1:pos:R:3 method="wB97M-V/def2-TZVPD" relative_energy_kj_mol=82.40 lumo_energy_ev="-7.521 / -12.822" e_tot_ha=-229.66847 total_charge=+2 spin_multiplicity=2
N 1.149 -1.312 0.250
C 0.320 -0.161 -0.244
C 1.067 1.168 -0.291
C -1.042 -0.042 0.532
N -2.156 0.066 -0.336
H 2.082 -1.229 -0.177
H 0.756 -2.205 -0.058
H 1.248 -1.291 1.271
H 0.003 -0.404 -1.254
H 1.923 1.171 0.399
H 0.534 2.094 -0.079
H 1.539 1.271 -1.271
H -1.196 -0.769 1.339
H -1.084 0.904 1.108
H -3.086 0.251 0.075
H -2.058 0.488 -1.265

Entry 20:
17
Properties=species:S:1:pos:R:3 method="wB97M-V/def2-TZVPD" relative_energy_kj_mol=109.06 lumo_energy_ev=-3.627 e_tot_ha=-305.41119 total_charge=+1
C -2.145 -1.453 -1.423
C -0.719 -0.963 -1.160
N -0.731 0.429 -0.703
C 0.326 1.008 -0.173
N 1.328 0.394 0.428
H -2.607 -1.699 -0.450
H -2.179 -2.407 -1.932
H -2.847 -0.703 -1.773
H -0.152 -1.039 -2.088
H -0.291 -1.630 -0.413
H -1.624 0.873 -0.548
H 0.195 2.067 0.005
H 2.174 0.898 0.620
H 1.149 -0.600 0.462
H 2.902 2.324 2.753
H 2.712 1.043 3.624
O 2.508 1.460 2.770

Entry 21:
17
Properties=species:S:1:pos:R:3 method="wB97M-V/def2-TZVPD" relative_energy_kj_mol=129.97 lumo_energy_ev=-3.174 e_tot_ha=-305.40323 total_charge=+1
C 0.969 1.069 1.271
C 0.154 0.021 0.557
C -0.269 -1.127 1.075
N -0.221 -1.422 2.413
N 0.236 0.164 -0.916
H 1.184 1.892 0.589
H 1.938 0.613 1.508
H 0.471 1.433 2.164
H -0.865 -1.863 0.544
H 0.501 -1.043 2.986
H -0.586 -2.315 2.668
H -0.200 -0.512 -1.526
H 1.195 0.237 -1.256
H -0.219 1.054 -1.114
H -0.986 0.746 -4.257
H -2.131 0.525 -3.371
O -1.172 0.527 -3.333

Entry 22:
17
Properties=species:S:1:pos:R:3 method="wB97M-V/def2-TZVPD" relative_energy_kj_mol=148.49 lumo_energy_ev=-3.283 e_tot_ha=-305.39618 total_charge=+1
C 0.005 1.258 2.357
C -0.411 -0.165 1.503
N 0.065 -0.031 0.150
C 0.447 0.960 -0.605
N 1.077 0.842 -1.750
H -0.630 2.146 1.997
H -0.323 1.114 3.479
H 1.051 1.392 2.248
H 0.177 -0.879 2.001
H -1.475 -0.524 1.561
H -0.091 -0.872 -0.431
H 0.085 1.970 -0.378
H 1.430 -0.036 -2.060
H 1.241 1.711 -2.283
H -1.391 -2.124 -2.182
H -0.835 -3.216 -1.157
O -0.935 -2.335 -1.391

Entry 23:
17
Properties=species:S:1:pos:R:3 method="wB97M-V/def2-TZVPD" relative_energy_kj_mol=420.55 lumo_energy_ev=-3.542 e_tot_ha=-305.29255 total_charge=+1
C 0.787 1.553 0.024
C -1.891 -1.209 0.142
C 0.216 0.160 0.075
N 2.481 -0.878 -0.163
N -1.088 -0.193 -0.595
O 1.151 -0.767 -0.513
H 1.813 1.362 0.222
H 0.732 1.888 -1.028
H 0.453 2.287 0.683
H -2.169 -0.643 1.028
H -2.734 -1.340 -0.423
H -1.313 -2.071 0.344
H 0.024 -0.112 1.188
H 2.691 -1.366 0.790
H 3.008 0.027 -0.176
H -0.758 -0.543 -1.558
H -1.640 0.793 -0.751

Entry 24:
17
Properties=species:S:1:pos:R:3 method="wB97M-V/def2-TZVPD" relative_energy_kj_mol=153.04 lumo_energy_ev=-4.095 e_tot_ha=-305.39444 total_charge=+1
C -1.489 -1.625 -0.256
C -1.052 -0.646 -1.313
N 1.329 1.889 -0.030
C 0.744 0.763 -0.428
N -0.548 0.652 -0.721
H -1.215 -1.319 0.751
H -0.974 -2.580 -0.391
H -2.550 -1.873 -0.278
H -1.836 -0.241 -1.955
H -0.246 -0.996 -1.957
H 0.902 2.371 0.751
H 2.247 2.070 -0.396
H 1.286 -0.137 -0.707
H -1.246 0.994 -0.064
H 0.473 -0.105 2.618
H 1.521 -1.183 2.561
O 0.897 -0.714 2.010

Entry 25:
17
Properties=species:S:1:pos:R:3 method="wB97M-V/def2-TZVPD" relative_energy_kj_mol=311.59 lumo_energy_ev=-3.321 e_tot_ha=-305.33405 total_charge=+1
C 2.038 0.336 0.643
C 0.741 -0.326 0.264
C -0.293 -0.906 1.031
N -0.741 -0.451 2.325
N 0.414 -0.254 -1.161
H 2.222 0.142 1.614
H 1.867 1.464 0.498
H 2.938 -0.079 0.293
H -1.097 -1.516 0.584
H -1.732 -0.264 2.370
H -0.218 -0.256 3.122
H 0.667 -1.205 -1.661
H 0.884 0.555 -1.632
H -0.617 -0.206 -1.128
H -2.310 1.627 -2.796
H -2.699 0.340 -2.283
O -2.066 1.002 -2.081

Entry 26:
17
Properties=species:S:1:pos:R:3 method="wB97M-V/def2-TZVPD" relative_energy_kj_mol=0.00 lumo_energy_ev="-8.664 / -11.847" e_tot_ha=-304.95353 total_charge=+2 spin_multiplicity=2
C 1.316 1.269 0.736
C 0.464 0.101 0.428
C 0.815 -0.961 -0.424
N 2.043 -1.172 -0.816
N -0.873 0.061 1.021
H 1.886 1.295 1.659
H 0.623 2.120 0.752
H 1.954 1.493 -0.115
H 0.005 -1.559 -0.825
H 2.757 -0.449 -0.726
H 2.391 -2.111 -1.003
H -0.958 0.957 1.515
H -1.048 -0.722 1.665
H -1.693 0.126 0.340
H -2.813 1.153 -1.410
H -3.465 -0.253 -1.240
O -2.952 0.429 -0.787

Entry 27:
18
Properties=species:S:1:pos:R:3 method="wB97M-V/def2-TZVPD" relative_energy_kj_mol=366.62 lumo_energy_ev="-0.302 / -0.334" e_tot_ha=-646.89590
C -3.034 0.100 0.170
C 1.834 -1.316 -1.243
C -1.637 0.174 0.811
N 3.215 1.594 0.439
N -0.609 0.124 -0.235
O 0.882 -1.286 1.379
P 0.932 -0.476 0.160
H -3.271 -0.829 -0.460
H -3.822 0.018 1.008
H -3.188 1.072 -0.341
H 2.837 -1.677 -0.825
H 1.597 -2.232 -1.695
H 1.972 -0.589 -2.018
H -1.531 1.229 1.257
H -1.422 -0.755 1.337
H 2.730 2.261 -0.163
H 3.251 1.940 1.442
H -0.737 0.648 -1.023

Entry 28:
17
Properties=species:S:1:pos:R:3 method="wB97M-V/def2-TZVPD" relative_energy_kj_mol=62.77 lumo_energy_ev="0.947 / 0.898" e_tot_ha=-628.50468 spin_multiplicity=2
C -1.404 -1.985 -0.219
S 0.093 -0.984 -0.515
C 1.329 -2.259 -1.144
H -1.224 -3.040 -0.042
H -2.046 -1.511 0.518
H -2.024 -1.917 -1.120
H 2.256 -1.949 -0.682
H 1.421 -2.194 -2.219
H 0.902 -3.178 -0.771
N 0.881 2.825 -0.035
C 0.123 2.778 1.114
N -0.902 1.864 1.185
H 1.039 1.947 -0.526
H 1.697 3.383 -0.082
H 0.421 3.250 2.043
H -1.505 1.832 1.971
H -1.056 1.138 0.524

Entry 29:
17
Properties=species:S:1:pos:R:3 method="wB97M-V/def2-TZVPD" relative_energy_kj_mol=60.97 lumo_energy_ev=-3.981 e_tot_ha=-628.35393 total_charge=+1
C 0.002 -3.411 0.691
C -0.063 -2.744 -0.655
S 0.048 -0.932 -0.713
H -0.788 -3.044 1.349
H 0.954 -3.353 1.219
H -0.167 -4.484 0.590
H 0.647 -3.228 -1.326
H -1.029 -3.000 -1.098
H -0.692 -0.702 0.387
N 0.035 2.425 -1.035
C 0.379 2.837 0.170
N -0.133 3.860 0.801
H -0.725 2.938 -1.435
H 0.728 1.896 -1.554
H 1.143 2.241 0.658
H 0.385 4.184 1.609
H -0.723 4.517 0.342

Entry 30:
17
Properties=species:S:1:pos:R:3 method="wB97M-V/def2-TZVPD" relative_energy_kj_mol=682.43 lumo_energy_ev=-9.383 e_tot_ha=-628.11723 total_charge=+1
N 3.080 0.819 3.195
C -0.971 0.420 -1.609
C -1.603 1.090 -2.544
S 0.584 0.256 1.133
C -0.879 -1.081 -1.512
N -1.491 -1.580 -0.311
H 3.918 0.396 3.558
H 2.308 0.222 3.004
H 2.944 1.808 3.279
H -0.360 0.947 -0.853
H -2.042 0.531 -3.365
H -1.667 2.162 -2.622
H 0.049 0.682 2.293
H 0.204 -1.303 -1.478
H -1.342 -1.540 -2.380
H -1.740 -2.562 -0.295
H -0.992 -1.268 0.507